Entry from the OMol25 dataset: C39H62ClCsGeN3O2SSi3 as an isolated structure (the ωB97M-V functional and the def2-TZVPD basis).

Output
E_HOMO (alpha / beta) = 0.724 / -1.276 eV
Lowest unoccupied orbital energy (alpha / beta) = 3.41 / 3.41 eV
Multiplicity = 2
HOMO-LUMO gap (alpha / beta) = 2.6844 / 4.6814 eV
Total charge = -2

Each line ends with the Löwdin charge.
CARTESIAN COORDINATES (ANGSTROEM)
Cs  -12.49  -20.02  4.89  1.0122
O  -12.81  -22.01  7.13  -0.1233
C  -13.64  -22.57  6.37  -0.7654
O  -13.37  -22.94  5.18  -0.1840
C  -15.07  -22.66  6.69  -0.1761
C  -15.87  -23.80  6.57  -0.0100
C  -17.24  -23.65  6.67  -0.0967
C  -17.83  -22.41  6.61  -0.0735
C  -16.95  -21.30  6.71  -0.1453
N  -15.65  -21.43  6.83  0.1257
H  -15.42  -24.77  6.47  0.1092
H  -17.80  -24.54  6.73  0.0803
H  -18.85  -22.34  6.41  0.0705
H  -17.31  -20.28  6.75  0.0973
C  -13.72  -27.94  0.93  -0.2361
Si  -13.13  -26.36  1.80  0.4006
C  -13.68  -26.59  3.58  -0.2210
C  -14.27  -24.96  1.24  -0.2214
Ge  -10.71  -25.83  1.14  0.6913
Si  -10.39  -25.60  -1.24  0.3735
C  -8.83  -24.52  -1.53  -0.2113
C  -10.30  -27.39  -1.82  -0.2628
C  -11.91  -24.72  -2.00  -0.2125
Si  -9.37  -27.77  1.94  0.4013
C  -7.63  -27.18  1.51  -0.2306
C  -9.75  -29.38  0.99  -0.2275
C  -9.45  -28.02  3.84  -0.2162
H  -14.73  -28.26  1.20  0.0231
H  -13.03  -28.76  1.16  0.0034
H  -13.81  -27.80  -0.14  0.0092
H  -14.76  -26.72  3.41  0.0268
H  -13.48  -25.74  4.21  0.0093
H  -13.29  -27.58  4.00  0.0383
H  -14.75  -24.36  1.96  0.0082
H  -15.02  -25.35  0.56  0.0184
H  -13.73  -24.24  0.59  0.0087
H  -8.65  -24.61  -2.62  0.0230
H  -7.98  -24.97  -0.99  0.0148
H  -9.01  -23.48  -1.30  0.0278
H  -10.86  -28.04  -1.01  0.0281
H  -9.24  -27.74  -1.85  0.0251
H  -10.78  -27.55  -2.86  0.0456
H  -12.64  -25.53  -2.19  0.0354
H  -11.62  -24.16  -2.85  0.0032
H  -12.37  -24.07  -1.30  -0.0062
H  -7.55  -26.70  0.55  -0.0069
H  -7.02  -28.11  1.50  0.0334
H  -7.21  -26.56  2.29  0.0255
H  -9.38  -30.25  1.45  0.0068
H  -9.32  -29.22  -0.03  0.0188
H  -10.79  -29.50  0.75  -0.0141
H  -9.19  -27.00  4.18  0.0284
H  -8.66  -28.71  4.19  0.0209
H  -10.46  -28.37  4.10  0.0182
Cl  -11.25  -23.24  3.12  0.4733
C  -10.02  -24.12  2.09  -0.7631
H  -9.15  -24.47  2.69  0.0030
H  -9.57  -23.36  1.41  -0.0011
S  -6.98  -21.55  2.61  0.4012
C  -6.04  -20.43  1.80  -0.9011
N  -5.21  -20.86  0.78  -0.0476
C  -4.70  -19.95  -0.16  -0.1786
C  -5.04  -18.64  -0.04  -0.2047
C  -5.61  -18.15  1.11  -0.2111
C  -6.03  -19.02  2.07  -0.1831
H  -5.30  -21.86  0.57  0.0941
H  -4.18  -20.32  -1.05  0.0800
H  -4.71  -17.93  -0.79  0.0816
H  -5.63  -17.11  1.35  0.0687
H  -6.37  -18.57  3.00  0.0891
C  -14.11  -14.45  4.49  -0.0912
C  -12.79  -14.94  4.98  -0.3305
C  -11.60  -14.19  5.00  -0.0687
C  -10.45  -14.58  5.74  -0.3120
C  -9.20  -13.73  5.85  -0.0667
C  -10.49  -15.81  6.34  -0.0384
C  -11.61  -16.71  6.28  -0.3753
C  -12.77  -16.16  5.61  -0.0333
N  -11.58  -17.95  6.70  -0.1161
C  -11.23  -18.37  8.11  -0.4670
C  -10.51  -19.72  8.14  -0.0875
C  -10.31  -20.15  9.64  -0.2761
C  -9.56  -19.11  10.57  -0.1126
C  -10.33  -17.76  10.40  -0.2958
C  -11.80  -17.94  10.98  -0.1207
C  -12.49  -19.12  10.20  -0.2641
C  -11.69  -20.42  10.22  -0.1516
C  -12.67  -18.66  8.70  -0.0700
C  -10.46  -17.34  8.92  -0.1151
H  -14.24  -13.37  4.79  0.0772
H  -14.95  -15.10  4.80  0.0670
H  -14.27  -14.43  3.38  0.0751
H  -11.52  -13.21  4.49  0.0886
H  -8.33  -14.39  5.62  0.0816
H  -9.07  -13.44  6.87  0.0594
H  -9.25  -12.95  5.08  0.0665
H  -9.53  -16.19  6.68  0.1024
H  -13.68  -16.72  5.65  0.0781
H  -9.45  -19.70  7.65  0.1540
H  -11.11  -20.51  7.71  0.0676
H  -9.77  -21.09  9.73  0.1207
H  -8.48  -19.04  10.26  0.1121
H  -9.63  -19.38  11.65  0.1049
H  -9.87  -16.95  11.02  0.1275
H  -12.29  -16.94  10.95  0.1098
H  -11.62  -18.15  12.07  0.1062
H  -13.47  -19.28  10.66  0.1189
H  -12.17  -21.22  9.59  0.1196
H  -11.67  -20.94  11.16  0.0931
H  -13.25  -17.73  8.76  0.1165
H  -13.13  -19.34  7.98  0.0886
H  -9.44  -17.19  8.51  0.1127
H  -11.03  -16.40  8.88  0.1221

Entry from the OMol25 dataset: a 2-piece molecular cluster, C5H9NO overall (the ωB97M-V functional and the def2-TZVPD basis).

Output
E_HOMO = -9.876 eV
Lowest unoccupied orbital energy = 0.48 eV
SMILES = C=C(C)C#N.CO
Multiplicity = 1
HOMO-LUMO gap = 10.3527 eV

Each line ends with the Löwdin charge.
CARTESIAN COORDINATES (ANGSTROEM)
C  -0.81  0.52  1.19  0.0838
C  0.49  0.66  1.47  -0.3530
C  1.61  0.11  0.63  -0.0541
C  0.86  1.38  2.66  -0.2076
N  1.18  1.94  3.62  0.1455
H  -1.58  0.95  1.83  0.0777
H  -1.12  -0.05  0.32  0.0468
H  2.30  -0.48  1.24  0.0865
H  1.22  -0.52  -0.17  0.0574
H  2.19  0.93  0.18  0.0882
C  -1.03  -0.43  -2.44  -0.1516
O  -0.57  -1.27  -1.40  -0.1545
H  -0.53  -0.67  -3.40  0.0804
H  -0.77  0.59  -2.16  0.0814
H  -2.11  -0.50  -2.58  0.0824
H  -0.88  -2.17  -1.55  0.0907

Entry from the OMol25 dataset: an isolated ion of composition C5H6N and charge +1 (the ωB97M-V functional and the def2-TZVPD basis).

Output
E_HOMO (alpha / beta) = -14.697 / -14.697 eV
Lowest unoccupied orbital energy (alpha / beta) = -7.62 / -7.63 eV
Multiplicity = 1
HOMO-LUMO gap (alpha / beta) = 7.0728 / 7.0717 eV
Total charge = +1

Each line ends with the Löwdin charge.
CARTESIAN COORDINATES (ANGSTROEM)
C  1.58  -0.24  0.01  -0.3181
C  2.08  0.69  -0.74  0.2873
C  -0.76  0.55  0.21  -0.1680
C  -0.85  0.22  -1.18  0.3805
C  0.36  -0.05  0.95  -0.1656
N  0.67  -1.29  0.27  0.1320
H  -0.93  1.56  0.52  0.1660
H  -1.74  0.22  0.62  0.1881
H  -0.03  -0.16  -1.66  0.0612
H  -1.69  0.48  -1.77  0.1275
H  0.23  0.10  1.97  0.1472
H  1.08  -2.07  0.79  0.1619

Entry from the OMol25 dataset: a 2-piece molecular cluster, C4H12NOS overall (the ωB97M-V functional and the def2-TZVPD basis).

Output
E_HOMO = -2.429 eV
Lowest unoccupied orbital energy = 3.36 eV
Multiplicity = 1
HOMO-LUMO gap = 5.7897 eV
Total charge = -1

Each line ends with the Löwdin charge.
CARTESIAN COORDINATES (ANGSTROEM)
C  0.84  -1.20  -0.96  -0.3041
C  1.63  -1.61  0.31  -0.8818
S  2.23  -3.27  0.22  0.1005
C  0.11  0.14  -0.84  -0.2608
N  -0.84  0.32  0.27  -0.1681
C  -0.30  0.97  1.47  -0.1221
H  0.09  -1.93  -1.27  0.0836
H  1.58  -1.14  -1.76  0.0890
H  2.38  -0.81  0.41  0.0446
H  0.99  -1.48  1.19  0.0124
H  -0.43  0.40  -1.76  0.0963
H  0.77  1.02  -0.81  0.1114
H  -1.19  -0.60  0.54  0.1134
H  0.07  1.95  1.17  0.0767
H  -1.08  1.02  2.23  0.0712
H  0.53  0.38  1.88  0.0613
H  -1.95  1.35  -0.74  -0.0198
H  -2.96  2.43  -0.39  0.0115
O  -2.50  2.07  -1.15  -0.1151

Per-record largest force on an atom, eV/Å: 3.17; 1.06; 2.94; 1.54
Per-record energy relative to the best compared isomer or geometry (same formula, charge and spin), kJ/mol: 0.0; 200.1; 851.4; 68.5